Entry 1:
C8H5ClNO2S | ωB97M-V/def2-TZVPD

Each line ends with the Löwdin charge.
CARTESIAN COORDINATES (ANGSTROEM)
O1 0.38444 3.69532 3.13044  0.00
C1 0.56775 3.13117 2.07072  -0.78
O2 -0.17186 2.73036 1.13805  -0.03
C2 1.92547 2.48601 1.63385  -0.71
S1 2.96479 3.36869 0.74312  0.65
C3 1.85265 0.97051 1.57637  -0.58
Cl1 1.98605 0.37912 3.33131  0.57
C4 0.65110 0.32129 0.96501  -0.33
C5 0.52574 0.35963 -0.43926  -0.03
C6 -0.64088 -0.08791 -1.02521  -0.09
C7 -1.46641 -0.90150 -0.23301  -0.10
C8 -1.18248 -1.12151 1.13298  -0.14
N1 -0.23769 -0.35659 1.71873  0.08
H1 2.74272 0.50579 1.25757  0.06
H2 1.22772 0.89322 -1.07394  0.12
H3 -0.84479 0.22231 -2.04061  0.10
H4 -2.21515 -1.58937 -0.78243  0.11
H5 -1.86557 -1.81333 1.67807  0.10

* M: 214.65 g mol⁻¹
* total charge: -1
* Kohn-Sham gap: 7.644 eV

=====

Entry 2:
C8H5I2O2 | ωB97M-V/def2-TZVPD

Each line ends with the Löwdin charge.
CARTESIAN COORDINATES (ANGSTROEM)
C1 0.91485 0.42097 0.57953  -0.11
C2 0.78585 -0.89977 -0.02773  -0.05
C3 -0.16227 1.28206 0.51856  -0.15
C4 -0.51060 -1.24299 -0.51038  -0.07
C5 -1.31466 1.00043 -0.14377  -0.11
C6 -1.53443 -0.30355 -0.61573  -0.39
C7 -2.41908 -1.07497 -2.98549  -0.87
C8 -2.71040 -0.72169 -1.37433  -0.95
O1 -1.93813 -0.09888 -3.53333  -0.06
O2 -2.62929 -2.25470 -3.25232  -0.11
I1 -3.76249 -2.47146 -0.44017  0.68
I2 -4.17168 0.94070 -1.53346  0.78
H1 1.78926 0.77188 1.26799  0.12
H2 1.53954 -1.70706 -0.03567  0.09
H3 0.01115 2.35971 0.81119  0.12
H4 -0.63889 -2.15613 -1.03079  0.09
H5 -2.09021 1.73258 -0.28672  0.00

* M: 386.93 g mol⁻¹
* total charge: -1
* Kohn-Sham gap: 7.561 eV

=====

Entry 3:
C8H5N3OS | ωB97M-V/def2-TZVPD

Each line ends with the Löwdin charge.
CARTESIAN COORDINATES (ANGSTROEM)
C1 3.46515 0.57651 -0.42808  -0.28
C2 2.84495 -1.08786 1.45524  -0.27
C3 -2.07715 -1.02809 -0.53674  -0.49
C4 -1.71703 0.37962 -0.10632  -0.48
C5 0.36454 -0.54092 -0.52720  -0.35
C6 -3.35011 -1.48448 -0.35495  0.10
C7 3.17395 -0.36300 0.42391  0.03
C8 0.39769 1.74208 0.05343  0.02
N1 3.68864 1.32994 -1.31702  0.20
N2 2.55847 -1.85537 2.28073  0.20
N3 -0.36663 0.51087 -0.21715  -0.16
O1 -2.44746 1.21398 0.31615  0.15
S1 -0.60886 -1.91920 -0.67340  1.01
H1 -3.60940 -2.49138 -0.57000  0.06
H2 -4.14442 -0.87912 -0.20970  0.04
H3 1.30082 1.75295 -0.45628  0.03
H4 -0.30000 2.46698 -0.17228  0.08
H5 0.82685 1.67650 1.03965  0.10

* M: 191.22 g mol⁻¹
* Kohn-Sham gap (alpha / beta): 6.476 / 6.483 eV

=====

> Look up the M of the first one.

214.65 g mol⁻¹

=====

Copy entry 3 word for word.
C8H5N3OS | ωB97M-V/def2-TZVPD

Each line ends with the Löwdin charge.
CARTESIAN COORDINATES (ANGSTROEM)
C1 3.46515 0.57651 -0.42808  -0.28
C2 2.84495 -1.08786 1.45524  -0.27
C3 -2.07715 -1.02809 -0.53674  -0.49
C4 -1.71703 0.37962 -0.10632  -0.48
C5 0.36454 -0.54092 -0.52720  -0.35
C6 -3.35011 -1.48448 -0.35495  0.10
C7 3.17395 -0.36300 0.42391  0.03
C8 0.39769 1.74208 0.05343  0.02
N1 3.68864 1.32994 -1.31702  0.20
N2 2.55847 -1.85537 2.28073  0.20
N3 -0.36663 0.51087 -0.21715  -0.16
O1 -2.44746 1.21398 0.31615  0.15
S1 -0.60886 -1.91920 -0.67340  1.01
H1 -3.60940 -2.49138 -0.57000  0.06
H2 -4.14442 -0.87912 -0.20970  0.04
H3 1.30082 1.75295 -0.45628  0.03
H4 -0.30000 2.46698 -0.17228  0.08
H5 0.82685 1.67650 1.03965  0.10

* M: 191.22 g mol⁻¹
* Kohn-Sham gap (alpha / beta): 6.476 / 6.483 eV

=====

> Among the records above, which one has the lowest M?

C8H5N3OS

=====

> Which of these has the lowest M?

C8H5N3OS